DFT (ωB97M-V with the def2-TZVPD basis set) results for C19H43IrOP3S2 as an isolated structure.

Values from the calculation:
**Multiplicity**: 5
**Expectation value of S²**: 6.0257
**Kohn-Sham gap (spin up / spin down)**: 8.095 / 3.932 eV
**Net charge**: +3

Atoms and positions in Å:
1 Ir 0.30 0.37 -0.02
2 P 1.88 1.32 1.37
3 P -1.40 1.63 0.79
4 P 0.86 1.53 -1.84
5 H -0.97 -1.58 1.52
6 C -0.48 -1.62 0.53
7 C 0.95 -1.63 0.53
8 H 1.45 -1.56 1.50
9 C 1.94 0.58 3.05
10 C 1.83 3.11 1.81
11 C 3.57 0.92 0.77
12 C -2.99 0.85 0.41
13 C -1.49 1.77 2.62
14 C -1.42 3.40 0.30
15 C 2.22 0.63 -2.69
16 C 1.61 3.20 -1.69
17 C -0.61 1.82 -2.90
18 H -1.04 -2.14 -0.26
19 H 1.49 -2.17 -0.27
20 H 1.55 -0.44 3.08
21 H 1.35 1.19 3.74
22 H 2.99 0.59 3.36
23 H 0.97 3.33 2.46
24 H 1.79 3.76 0.92
25 H 2.75 3.33 2.37
26 H 3.60 -0.13 0.44
27 H 4.25 1.03 1.63
28 H 3.89 1.57 -0.05
29 H -3.80 1.55 0.65
30 H -3.09 -0.06 1.03
31 H -3.04 0.57 -0.65
32 H -2.21 2.57 2.85
33 H -0.52 2.02 3.08
34 H -1.85 0.82 3.05
35 H -2.28 3.86 0.80
36 H -1.54 3.51 -0.79
37 H -0.51 3.91 0.62
38 H 2.18 0.84 -3.77
39 H 2.14 -0.45 -2.53
40 H 3.18 0.99 -2.29
41 H 1.80 3.57 -2.71
42 H 2.57 3.14 -1.14
43 H 0.93 3.89 -1.17
44 H -0.37 1.54 -3.93
45 H -0.91 2.88 -2.87
46 H -1.46 1.21 -2.56
47 C -0.64 -2.62 -4.17
48 C -1.65 -2.54 -5.16
49 C -1.71 -3.47 -6.20
50 C -0.74 -4.46 -6.32
51 C 0.30 -4.51 -5.39
52 C 0.37 -3.58 -4.34
53 S -0.65 -1.42 -2.87
54 H 0.27 -1.67 -1.79
55 H -2.41 -1.75 -5.11
56 H -2.50 -3.38 -6.96
57 H -0.75 -5.11 -7.19
58 H 1.08 -5.25 -5.52
59 H 1.20 -3.60 -3.63
60 C -2.14 -2.87 5.01
61 S -1.31 -1.40 4.38
62 C -1.01 -0.65 5.99
63 O 0.02 -1.82 3.84
64 H -3.11 -2.54 5.38
65 H -1.53 -3.31 5.81
66 H -2.26 -3.57 4.17
67 H -0.18 -1.19 6.45
68 H -0.76 0.41 5.85
69 H -1.93 -0.74 6.59

Here are the Mulliken charges for atoms 1 to 8, given in e:
1. Ir 1.0769
2. P 0.4573
3. P 0.6877
4. P 0.6431
5. H -0.0685
6. C -0.3769
7. C -0.8417
8. H 0.4839

DFT (ωB97M-V with the def2-TZVPD basis set) results for C19H43LiN2O11 as an isolated structure.

Values from the calculation:
**Kohn-Sham gap**: 8.614 eV

Atoms and positions in Å:
1 Li 3.88 7.00 -19.99
2 C 0.12 6.93 -14.75
3 C 0.71 7.95 -15.79
4 N 1.61 7.31 -16.89
5 C 2.13 8.49 -17.75
6 C 2.74 6.45 -16.21
7 C 3.68 7.20 -15.23
8 C 0.75 6.43 -17.86
9 C 1.45 5.66 -19.04
10 O 0.68 5.03 -20.00
11 C 0.36 3.73 -19.61
12 H -0.88 7.21 -14.43
13 H 0.85 6.75 -13.95
14 H 0.10 5.90 -15.10
15 H 1.29 8.74 -15.31
16 H -0.07 8.47 -16.35
17 H 2.90 8.14 -18.43
18 H 2.59 9.26 -17.13
19 H 1.27 8.95 -18.24
20 H 3.32 6.07 -17.05
21 H 2.37 5.48 -15.87
22 H 4.27 7.97 -15.74
23 H 4.35 6.50 -14.74
24 H 3.02 7.49 -14.41
25 H -0.02 7.10 -18.26
26 H 0.39 5.64 -17.21
27 H 2.17 4.98 -18.59
28 H 2.04 6.41 -19.58
29 H -0.39 3.35 -20.30
30 H -0.24 3.84 -18.71
31 H 1.16 3.01 -19.44
32 C 5.06 13.20 -18.38
33 C 5.14 11.65 -18.11
34 N 4.68 10.67 -19.17
35 C 3.08 10.66 -19.27
36 C 5.30 11.01 -20.55
37 C 5.25 9.79 -21.58
38 C 5.00 9.19 -18.69
39 C 4.87 8.87 -17.11
40 O 5.93 9.58 -16.54
41 C 5.98 9.53 -15.16
42 H 5.55 13.58 -17.48
43 H 4.02 13.51 -18.30
44 H 5.33 13.65 -19.34
45 H 4.63 11.46 -17.17
46 H 6.16 11.29 -18.00
47 H 2.73 11.68 -19.41
48 H 2.61 10.15 -18.43
49 H 2.86 9.97 -20.08
50 H 6.32 11.33 -20.36
51 H 4.77 11.92 -20.86
52 H 5.44 10.34 -22.51
53 H 4.35 9.20 -21.73
54 H 6.02 9.06 -21.34
55 H 6.05 9.00 -18.89
56 H 4.48 8.48 -19.34
57 H 4.80 7.78 -17.02
58 H 3.92 9.26 -16.74
59 H 6.98 9.90 -14.97
60 H 5.92 8.52 -14.74
61 H 5.13 10.08 -14.74
62 O 6.19 6.71 -17.84
63 C 5.29 6.79 -18.81
64 O 5.48 7.38 -19.89
65 O 4.13 6.32 -18.59
66 H 6.96 7.09 -18.27
67 O 1.70 7.95 -21.70
68 C 1.87 8.35 -20.46
69 O 2.94 8.09 -19.91
70 O 0.93 8.99 -19.88
71 H 2.56 7.52 -21.75
72 O 3.21 4.74 -22.32
73 C 3.48 5.82 -21.63
74 O 3.77 6.94 -22.07
75 O 3.57 5.55 -20.45
76 H 3.07 4.35 -21.46

Here are the Mulliken charges for atoms 1 to 8, given in e:
1. Li 1.7619
2. C -1.3033
3. C -0.6110
4. N 0.8596
5. C -2.6097
6. C -0.4091
7. C -0.5010
8. C -0.4892

Calculated E_tot (eV), listed in the same order as above: -74795.57751; -46096.54332
Calculated max |F| (Eh/bohr), listed in the same order as above: 0.044; 0.122